Model A:
DFT (the ωB97M-V functional and the def2-TZVPD basis) results for C3H4N2O in the gas phase.

Summary:
E_HOMO: -11.005 eV
SMILES: [H]/N=C/OCC#N

Last columns: bonded neighbours and bond lengths (Å).
Positions of all 10 atoms, in Å:
1 N -1.565 0.493 -0.824  C2 1.263, H7 1.016
2 C -0.493 1.136 -0.647  N1 1.263, O3 1.347, H8 1.092
3 O 0.608 0.585 -0.100  C2 1.347, C4 1.422
4 C 0.468 -0.780 0.272  O3 1.422, C5 1.468, H9 1.097, H10 1.095
5 C 1.436 -1.063 1.339  C4 1.468, N6 1.157
6 N 2.156 -1.326 2.206  C5 1.157
7 H -2.284 1.086 -1.230  N1 1.016
8 H -0.287 2.181 -0.886  C2 1.092
9 H 0.657 -1.426 -0.593  C4 1.097
10 H -0.550 -0.972 0.629  C4 1.095

Results of the Löwdin charge analysis, in e, for atoms 1 through 4: 0.112 -0.303 -0.061 -0.185

---

Model B:
DFT (the ωB97M-V functional and the def2-TZVPD basis) results for C3H4N2O in the gas phase.

Summary:
E_HOMO: -8.389 eV
SMILES: Oc1cnc[nH]1

Last columns: bonded neighbours and bond lengths (Å).
Positions of all 10 atoms, in Å:
1 O 1.733 0.990 0.157  C2 1.343, H7 0.966
2 C 0.585 0.307 0.025  O1 1.343, C3 1.377, N6 1.354
3 C 0.294 -1.039 0.017  C2 1.377, N4 1.344, H8 1.078
4 N -1.005 -1.197 -0.290  C3 1.344, C5 1.358
5 C -1.597 0.021 -0.389  N4 1.358, N6 1.407, H9 1.135
6 N -0.579 0.969 -0.177  C2 1.354, C5 1.407, H10 1.013
7 H 2.458 0.357 0.247  O1 0.966
8 H 0.915 -1.890 0.244  C3 1.078
9 H -2.171 -0.495 0.443  C5 1.135
10 H -0.635 1.976 -0.276  N6 1.013

Results of the Löwdin charge analysis, in e, for atoms 1 through 4: 0.097 -0.376 -0.121 -0.006

---

Model C:
DFT (the ωB97M-V functional and the def2-TZVPD basis) results for C3H4N2O in the gas phase.

Summary:
E_HOMO: -8.470 eV
SMILES: Nc1cnco1

Last columns: bonded neighbours and bond lengths (Å).
Positions of all 10 atoms, in Å:
1 C -0.403 -0.083 -0.084  C2 1.361, N8 1.395, O10 1.328
2 C 0.411 1.003 0.015  C1 1.361, H6 1.111, N9 1.383
3 C 1.625 -0.721 -0.054  H7 1.086, N9 1.291, O10 1.336
4 H -2.241 -0.759 0.780  N8 1.127
5 H -2.231 0.787 -0.410  N8 1.159
6 H 0.126 2.078 0.015  C2 1.111
7 H 2.417 -1.463 -0.036  C3 1.086
8 N -1.789 -0.242 -0.114  C1 1.395, H4 1.127, H5 1.159
9 N 1.721 0.567 -0.040  C2 1.383, C3 1.291
10 O 0.365 -1.166 -0.072  C1 1.328, C3 1.336

Results of the Löwdin charge analysis, in e, for atoms 1 through 4: -0.457 -0.106 -0.217 0.153

---

The structure with the least stability is model B.